(1)
84
Properties=species:S:1:pos:R:3:forces:R:3:mulliken_charge:R:1 method="wB97M-V/def2-TZVPD" charge=+3 lumo_ev=-11.61 multiplicity=1 gap_ha=0.0723 homo_energy_ha=-0.4988 largest_force_ha_per_bohr=0.0675
C 3.6736 -0.5598 0.9472 -0.13 -0.23 -1.51 -0.165
C 2.8620 -0.8377 -0.1867 -0.25 -0.13 0.70 -0.216
C 2.6579 0.1847 -1.4066 0.16 -1.58 0.09 -0.909
C 1.1533 0.0354 -1.7371 1.63 -0.43 -0.78 -0.559
N 0.7637 -0.8453 -2.6352 -1.41 2.47 1.49 0.489
C -0.7413 -0.7760 -2.6682 -0.74 -2.00 0.11 -1.628
C -1.1004 -0.3575 -1.1598 -0.32 -1.75 -2.14 0.623
C -0.8241 -1.7232 -0.3982 -0.08 -0.23 0.43 0.298
N -1.1141 -1.7371 1.0434 0.63 0.43 0.24 -0.301
P -2.9620 -0.0139 -1.2996 -1.42 2.28 -0.28 0.201
C -3.8980 -0.3921 0.2719 -0.15 -0.75 0.30 -1.013
C -3.7344 -1.1293 -2.6384 0.91 -0.47 0.60 -1.003
C -0.0571 0.8376 -1.0797 2.78 -1.92 -0.78 1.589
N 0.5823 1.1195 0.2482 -3.25 0.49 0.43 -0.213
C -0.2686 1.4908 1.1365 1.12 1.10 0.95 -0.072
S -1.2226 2.4911 2.0664 1.26 -1.55 -0.99 0.093
C -0.1448 2.0610 -2.0859 0.37 2.33 -0.12 0.678
C 0.1570 3.4699 -1.4277 -1.11 -0.43 0.47 -1.042
F -1.3554 2.2005 -2.7589 0.62 -0.56 0.47 -0.358
H 3.2202 -0.3480 1.9575 0.75 -1.46 -0.96 -1.404
H 4.7812 -0.6096 0.8478 -0.78 1.62 0.61 0.438
H 2.2792 -1.8141 -0.2089 -0.79 1.62 0.53 0.315
H 3.2880 -0.1801 -2.2761 -0.79 1.02 0.26 0.564
H 2.9313 1.2218 -1.1003 -0.20 -0.97 -0.30 0.353
H 1.3059 -1.5020 -3.1846 0.11 0.43 0.00 -0.022
H -1.1931 -0.1449 -3.4699 0.91 -0.11 0.63 0.278
H -1.0663 -1.8310 -2.8644 -0.04 0.96 0.20 0.569
H 0.2024 -2.1552 -0.5380 -0.77 0.50 0.06 -1.077
H -1.5288 -2.4724 -0.8730 0.61 0.88 0.25 0.449
H -0.2808 -1.9547 1.5934 -0.25 -0.16 -0.40 0.185
H -1.4744 -0.8567 1.4049 -0.13 -0.20 -0.26 0.238
H -3.7409 0.4039 1.0492 0.09 -0.71 -0.80 0.249
H -3.6991 -1.4043 0.7043 -0.23 0.81 -0.22 0.351
H -4.9931 -0.3362 0.0088 1.14 -0.03 0.06 0.400
H -4.8410 -0.9599 -2.5836 1.05 -0.27 0.09 0.436
H -3.3878 -0.8307 -3.6584 -0.30 -0.11 0.91 0.309
H -3.4434 -2.1945 -2.4498 -0.72 0.63 -0.35 0.272
H 0.6425 1.9556 -2.8925 -0.73 -0.37 0.69 0.225
H -0.7581 3.7621 -0.8366 0.89 -0.34 -0.57 0.036
H 0.2680 4.2538 -2.2165 0.17 -0.86 0.59 0.448
H 1.0043 3.4454 -0.7040 -0.44 0.06 -0.83 0.295
Br -1.8777 4.6778 1.5310 0.18 -0.59 -0.16 -0.036
Ca 2.3167 -0.1195 3.7377 -0.69 -0.35 0.76 1.529
C 2.1170 -6.0530 -0.5443 -0.47 -0.81 -1.55 -1.325
C 1.8310 -4.5278 -0.6592 0.21 -0.48 2.90 1.165
O 1.5147 -4.0541 0.5094 -0.17 1.17 -1.20 -0.639
H 1.2455 -6.6036 -0.1912 0.01 0.29 0.12 0.561
H 2.3896 -6.4657 -1.5305 0.07 -0.10 0.03 0.507
H 2.9746 -6.2459 0.1515 0.12 0.44 0.14 0.191
H 1.0601 -4.4397 -1.4834 -0.68 -0.07 -0.42 -0.261
H 2.7402 -4.1017 -1.1532 1.05 0.61 -0.51 -0.528
C 7.1774 -1.9680 2.1030 0.15 0.46 -1.22 -0.299
O 6.7415 -1.3166 3.1661 -0.38 -0.32 -0.18 -0.429
H 6.9978 -3.0697 2.0871 0.01 -0.30 0.57 0.262
H 6.7608 -1.6631 1.1157 -0.45 0.24 0.08 0.018
H 8.2694 -1.9317 1.9103 0.24 -0.11 0.64 0.317
Cl 3.4696 -7.8973 0.7728 0.25 -0.19 0.14 -0.190
C 2.6031 -3.8720 -6.1315 0.04 0.35 -1.84 -0.524
Br 2.6734 -3.7504 -4.1767 1.35 1.03 0.34 0.219
Br 0.7908 -3.6917 -6.7782 0.35 -0.05 0.41 0.070
Br 3.8062 -2.6128 -6.9594 -0.37 -0.34 0.46 0.091
H 2.9451 -4.8703 -6.3948 0.02 0.05 0.33 0.499
Li 3.8001 -2.3038 -1.5606 0.22 -0.19 0.47 0.889
C -5.0039 10.5761 2.5915 -0.32 0.26 0.33 -0.623
O -3.9859 10.2128 1.6558 0.13 -0.28 -0.18 -0.316
C -4.0486 8.9481 1.2443 -0.06 0.56 0.17 0.781
O -4.8582 8.1286 1.5862 0.08 -0.20 -0.05 -0.541
O -3.0453 8.7436 0.3777 0.12 -0.11 -0.03 -0.331
C -2.9979 7.4247 -0.1431 0.04 -0.02 -0.28 -0.096
H -4.8513 11.6215 2.8520 0.19 -0.08 -0.18 0.225
H -5.9929 10.4697 2.1451 0.08 -0.14 0.05 0.296
H -4.9249 9.9764 3.4987 -0.07 -0.07 -0.14 0.294
H -3.9092 7.1936 -0.6962 -0.02 -0.11 0.20 0.339
H -2.8437 6.6980 0.6621 -0.27 0.19 -0.08 -0.390
H -2.1528 7.3696 -0.8283 0.02 0.22 0.10 0.263
Al 0.8307 -5.3339 -3.5951 -1.58 -1.40 0.35 0.469
Br -2.7273 -1.7646 5.7826 0.17 0.00 -0.13 -0.072
C -1.6414 -3.3331 5.3925 -0.31 0.29 0.11 -0.528
C -0.5528 -3.5160 6.4187 -0.51 -0.64 -0.40 -0.495
Br 0.9153 -2.2536 6.1376 0.64 0.60 -0.09 -0.156
H -1.2612 -3.2116 4.3807 0.02 -0.13 0.08 0.229
H -2.3326 -4.1748 5.4176 0.14 -0.04 0.08 0.349
H -0.0990 -4.5023 6.3267 0.13 0.13 -0.04 0.387
H -0.8938 -3.3712 7.4418 0.13 0.23 -0.08 0.425


(2)
38
Properties=species:S:1:pos:R:3:forces:R:3:nbo_charge:R:1 method="wB97M-V/def2-TZVPD" de_lowest_kcal_mol=63.3 charge=+2 lumo_ev="-8.34 / -9.98" multiplicity=6 gap_ha="0.1919 / 0.1889" homo_energy_ha="-0.4985 / -0.5558" largest_force_ha_per_bohr=0.0848
I -1.8731 -0.9430 1.8153 0.17 0.02 -0.03 0.208
I -1.2165 0.2664 -0.4207 -0.99 0.21 -0.14 0.460
Ru 2.3984 0.1336 -0.5630 1.95 1.16 -1.98 0.477
P 1.4597 1.3490 1.0270 -1.41 2.19 2.99 0.995
C 0.2540 2.6230 1.4980 -0.05 0.41 -0.02 -0.946
C 2.1882 1.0217 2.6574 0.23 -0.32 -0.19 -0.946
H 2.7564 1.9136 2.9438 -0.10 -0.16 0.17 0.261
H 3.3697 2.7842 0.8465 0.13 0.11 -0.28 0.297
H 2.8601 0.1634 2.5675 -0.15 0.20 0.37 0.266
H 3.2731 1.9268 -0.7140 0.12 0.90 0.25 0.241
H -0.5476 2.1869 2.0947 -0.05 -0.02 -0.10 0.261
H 1.3789 0.8295 3.3745 0.28 0.03 -0.15 0.269
C 2.6667 2.4220 0.0951 -0.01 0.23 -0.25 -0.943
H 0.7728 3.3563 2.1246 -0.02 -0.04 -0.07 0.264
H 2.0799 3.2199 -0.3732 0.28 -0.10 0.11 0.282
H -0.1466 3.1348 0.6223 -0.11 -0.08 0.10 0.253
P 1.2539 -1.7363 -0.6779 -2.06 -3.85 0.04 0.997
C -0.1032 -2.7007 -1.4246 0.01 -0.20 -0.46 -0.947
C 2.3913 -1.6456 -2.1523 -0.07 0.03 -0.29 -0.938
H 2.6749 -2.5466 1.0664 -0.18 -0.42 0.04 0.264
H 2.3805 -3.7862 -0.1951 -0.12 -0.03 0.25 0.260
H 1.0985 -3.4414 1.0303 0.30 0.11 -0.16 0.268
C 1.9164 -3.0154 0.4321 0.27 0.34 0.14 -0.953
H 3.0997 -0.7804 -2.2111 0.10 -0.53 -0.61 0.241
H 2.9962 -2.5462 -2.0908 0.23 0.04 -0.26 0.295
H 0.3178 -3.6557 -1.7682 -0.08 0.17 0.05 0.263
H -0.5331 -2.1795 -2.2836 -0.06 -0.10 0.16 0.251
H 1.7514 -1.6151 -3.0366 0.19 -0.06 0.05 0.283
H -0.8746 -2.9219 -0.6812 0.09 0.13 -0.09 0.260
Cl 4.2797 -0.5043 0.3805 1.01 -0.38 0.42 -0.291
N -5.7411 -0.1314 -1.4167 0.30 0.73 0.37 -0.813
C -5.1053 0.7366 -0.5737 -1.80 0.14 -0.19 0.800
N -5.7860 1.8766 -0.1636 0.93 -0.65 -0.65 -0.814
O -3.9992 0.4465 -0.1201 0.86 0.12 0.29 -0.763
H -6.6973 -0.0276 -1.7112 0.03 0.04 0.09 0.414
H -5.2975 -1.0250 -1.5244 -0.09 -0.06 -0.09 0.410
H -5.1624 2.5556 0.2612 -0.40 -0.12 -0.08 0.406
H -6.5347 2.2559 -0.7349 0.22 -0.19 0.21 0.409


(3)
70
Properties=species:S:1:pos:R:3:forces:R:3:nbo_charge:R:1 method="wB97M-V/def2-TZVPD" charge=+1 lumo_ev=-3.68 multiplicity=1 gap_ha=0.2653 homo_energy_ha=-0.4005 largest_force_ha_per_bohr=0.0683
C -1.4545 1.9001 -5.0539 0.38 -0.34 0.45 -0.317
C -0.8637 1.2037 -4.0394 -0.14 0.05 -0.61 -0.100
N 0.2612 1.8322 -3.4050 -3.49 -0.42 0.01 -0.217
C 1.4140 2.1640 -3.9535 0.74 0.70 0.43 0.335
Br 1.8829 1.8782 -5.7318 -0.05 0.03 0.54 0.219
N 2.1859 2.7403 -3.0422 0.48 0.02 -0.94 -0.482
C 1.4699 2.7694 -1.9276 0.25 0.56 0.93 0.559
N 1.9479 3.3294 -0.8032 0.36 -0.10 0.83 -0.645
C 1.2545 3.4381 0.4352 -1.56 -0.05 0.63 0.789
O 0.1905 3.9754 0.5356 0.39 -0.33 -0.43 -0.473
N 1.8534 2.8260 1.5815 0.83 0.91 -0.93 -0.687
C 3.1973 3.3231 1.7132 -0.29 0.62 0.83 0.947
O 3.4932 4.3478 2.2367 0.13 -0.97 -0.50 -0.500
F 4.0750 2.5173 1.1447 0.07 -0.13 -0.18 -0.297
N 0.2806 2.2077 -2.0919 1.08 0.01 -0.13 0.104
O -0.7389 2.0036 -1.2600 -0.19 -0.07 -0.59 -0.456
H -1.9431 2.8493 -4.8489 1.57 0.96 -0.60 0.229
H -1.4254 1.4854 -6.0579 -1.87 -0.64 0.22 0.223
H -1.2014 0.2330 -3.6652 1.19 -0.62 -0.72 0.282
H 2.8728 3.7275 -0.8658 0.16 -0.21 -0.20 0.446
H 1.3109 3.1784 2.3674 0.01 0.03 0.11 0.434
H -0.7709 1.0235 -1.0721 -0.22 -0.01 0.89 0.535
C 2.9045 6.0020 4.6809 -0.01 0.15 0.19 -0.714
C 1.6176 6.3962 5.3610 -0.21 -0.04 0.10 0.673
O 0.6546 5.6443 5.3961 0.04 -0.08 -0.09 -0.642
N 1.5563 7.6226 5.9387 0.23 -0.14 -0.16 -0.612
C 2.5915 8.6395 5.9951 -0.47 0.04 0.21 -0.412
H 2.7927 5.0081 4.2758 -0.11 -0.03 0.08 0.235
H 3.1290 6.6875 3.8633 0.14 -0.01 0.04 0.227
H 3.7291 5.9950 5.3952 0.06 0.11 -0.08 0.228
H 0.6688 7.8196 6.3733 0.00 0.02 0.01 0.404
H 2.8199 8.8618 7.0385 0.16 0.08 -0.05 0.202
H 2.2272 9.5497 5.5161 0.17 0.06 -0.01 0.200
H 3.4976 8.3150 5.4959 -0.03 -0.06 -0.02 0.211
C -1.0517 -4.0145 -3.1650 -0.04 0.13 0.07 -0.723
C -1.0190 -2.6088 -3.7006 -0.04 0.02 -0.04 0.698
O -1.4177 -1.6503 -3.0348 0.03 -0.03 -0.21 -0.687
N -0.5337 -2.4228 -4.9494 -0.06 -0.17 0.31 -0.600
C -0.0252 -3.4279 -5.8698 -0.01 0.45 -0.15 -0.415
H -1.4628 -4.0103 -2.1617 -0.01 -0.03 -0.01 0.253
H -1.6826 -4.6452 -3.7910 0.11 -0.10 -0.01 0.243
H -0.0440 -4.4283 -3.1210 -0.05 -0.14 -0.07 0.239
H -0.5387 -1.4618 -5.2506 0.02 -0.01 -0.10 0.391
H 1.0100 -3.1929 -6.1199 0.02 -0.16 -0.04 0.203
H -0.6193 -3.4083 -6.7839 0.05 -0.15 -0.03 0.208
H -0.0693 -4.4212 -5.4393 -0.03 0.03 0.06 0.224
C -0.6891 -2.3234 -0.0813 -0.21 0.11 -0.14 -0.748
C -0.5155 -1.0470 0.6921 0.04 -0.16 0.00 0.706
O -1.0033 0.0221 0.3052 0.23 0.11 -0.24 -0.716
N 0.1880 -1.0852 1.8360 -0.13 -0.04 -0.24 -0.585
C 0.8295 -2.2348 2.4530 0.00 0.36 0.23 -0.416
H -1.2715 -2.1189 -0.9819 0.13 0.08 0.28 0.281
H 0.2815 -2.7201 -0.3839 -0.03 -0.14 0.10 0.231
H -1.2167 -3.0618 0.5247 0.15 -0.10 0.00 0.238
H 0.2602 -0.1919 2.2993 0.01 -0.02 0.06 0.405
H 0.4115 -2.3843 3.4487 0.06 -0.14 -0.01 0.210
H 1.8978 -2.0381 2.5474 0.02 -0.15 0.02 0.206
H 0.6840 -3.1352 1.8674 -0.04 0.04 -0.06 0.221
C -3.8018 -5.5662 -0.0554 0.05 0.03 -0.04 -0.722
C -2.5855 -6.4376 0.1476 0.18 -0.14 -0.03 0.675
O -1.6288 -6.4083 -0.6146 -0.02 0.21 -0.06 -0.650
N -2.5830 -7.2701 1.2180 -0.21 0.25 -0.08 -0.610
C -3.6184 -7.4431 2.2229 0.43 -0.26 -0.01 -0.413
H -3.6600 -4.9597 -0.9452 0.08 -0.05 -0.02 0.237
H -4.6918 -6.1805 -0.1937 -0.06 0.07 0.10 0.235
H -3.9426 -4.9021 0.7985 -0.14 -0.06 0.01 0.227
H -1.7447 -7.8239 1.2958 -0.01 -0.04 0.01 0.404
H -3.2061 -7.2125 3.2062 -0.17 0.01 0.06 0.201
H -3.9516 -8.4816 2.2192 -0.15 0.05 0.09 0.206
H -4.4691 -6.7978 2.0354 0.03 0.02 -0.05 0.213